2 unconnected molecules or ions with the total composition C4H10S. Source: the OMol25 dataset; level of theory: ωB97M-V/def2-TZVPD.

Atoms and positions in Å:
C1 -1.994462 0.349564 0.742817
C2 -1.695766 1.064392 -0.337282
C3 -1.157372 2.456801 -0.376580
H1 -2.355041 -0.663413 0.641433
H2 -2.165187 0.855677 1.684303
H3 -1.567462 0.534986 -1.283314
H4 -1.450638 3.003606 -1.267986
H5 -1.433740 2.966077 0.553163
H6 -0.062851 2.456975 -0.337231
C4 1.002734 -1.968383 -0.794378
S1 1.701438 -0.782104 0.434796
H7 -0.044690 -2.048258 -0.533465
H8 1.261474 -1.620086 -1.787937
H9 1.462565 -2.951665 -0.715314
H10 2.489296 -1.688315 1.028096

Atomic forces in eV per Å
C -1.1 0.8 -0.5
C 1.3 -0.7 -0.5
C 0.1 0.1 1.0
H 0.2 -0.2 0.1
H 0.3 -0.1 0.2
H -0.4 -0.1 0.0
H -0.2 0.1 0.1
H -0.2 0.3 -0.3
H 0.0 -0.2 -0.3
C 0.6 0.1 0.6
S 0.1 -0.6 -0.2
H -0.2 0.0 -0.6
H -0.6 0.2 -0.1
H 0.0 0.1 0.3
H 0.1 0.2 0.1

Properties
SMILES string: C=CC.CS
LUMO: 0.9148 eV
2S+1: 1
Energy above the lowest of the compared OMol25 structures with the same formula, charge and spin: 1.160 eV
Charge: 0
Total energy: -15144.20730 eV